The following is a DFT calculation (the ωB97M-V functional and the def2-TZVPD basis) of the ion C7H14NS with charge +1.

## Properties
**Charge**: +1
**SMILES string**: C/C(C=S)=[N+](\C)C(C)C
**LUMO level**: -4.8572 eV

XYZ file:
```
23
C7H14NS the ωB97M-V functional and the def2-TZVPD basis
C 1.9876 -0.5897 1.6230
C 1.0486 -0.8449 0.5536
C 0.6021 -2.3783 0.4021
S -0.5384 -2.9561 1.3939
N 0.3779 0.1586 0.0415
C 0.6903 1.5348 0.3790
C -0.7906 -0.0687 -0.8047
C -0.7301 0.6882 -2.1174
C -2.0318 0.4045 -0.0374
H 1.5178 -0.8731 2.4915
H 2.8744 -1.2630 1.5804
H 2.3410 0.4750 1.6851
H 1.0413 -2.9349 -0.4322
H 1.5945 1.8799 0.1201
H 0.6505 1.8106 1.3639
H -0.0910 2.1735 -0.2239
H -0.8083 -1.1606 -0.9734
H -0.8984 1.6900 -2.0648
H 0.1754 0.3623 -2.5920
H -1.6775 0.3360 -2.6619
H -2.0327 1.4254 0.2441
H -2.4395 -0.1922 0.7837
H -2.8632 0.3227 -0.7541
```

Results of the Löwdin charge analysis, in e, for atoms 1 through 4: -0.0015 -0.2224 -0.5378 0.8323



The following is a DFT calculation (the ωB97M-V functional and the def2-TZVPD basis) of a structure of composition C12H24ClHfO12.

## Properties
**Charge**: +2
**Spin multiplicity**: 2
**LUMO level (alpha / beta)**: -7.4676 / -7.7473 eV

XYZ file:
```
50
C12H24ClHfO12 the ωB97M-V functional and the def2-TZVPD basis
Hf 0.1655 -0.3801 0.2160
Cl -2.1776 0.8484 0.6500
C -1.3224 -3.2726 -3.4565
O -2.3907 -3.2136 -2.5300
C -2.3820 -2.5810 -1.2936
O -1.4218 -2.0321 -0.7407
O -3.5833 -2.5406 -0.8063
C -4.7567 -3.0887 -1.3487
H -1.5300 -4.0342 -4.2082
H -0.4627 -3.6798 -2.9244
H -1.0055 -2.2700 -3.7438
H -5.0118 -2.5801 -2.2784
H -5.5552 -2.7649 -0.6810
H -4.8412 -4.1496 -1.5842
C -1.5639 1.8522 4.4497
O -0.1879 2.2420 4.2917
C 0.6690 1.8822 3.2549
O 0.4280 0.9984 2.4157
O 1.7211 2.6794 3.2931
C 2.0701 3.4146 4.3523
H -1.6074 0.7638 4.4079
H -2.0849 2.1392 3.5363
H -2.0916 2.2914 5.2962
H 1.2773 4.1236 4.5911
H 2.8814 4.0772 4.0509
H 2.4762 2.9414 5.2463
C 4.9317 0.1002 0.1066
O 4.5989 -0.0231 1.5340
C 3.3927 -0.5024 1.8741
O 2.4041 -0.5064 1.2072
O 3.3155 -0.7416 3.2084
C 4.4613 -0.9102 4.0214
H 6.0042 -0.0700 0.0131
H 4.4956 1.0151 -0.2946
H 4.5642 -0.7085 -0.5250
H 4.2673 -1.3764 4.9874
H 5.0329 -0.0261 4.3039
H 5.2516 -1.4898 3.5444
C -3.7020 0.2817 -4.3060
O -2.7728 0.1233 -3.1433
C -1.4669 0.5746 -3.0643
O -0.7188 0.2128 -2.0982
O -1.1310 1.1614 -4.2416
C 0.0649 1.9211 -4.4379
H -4.0106 1.3229 -4.3998
H -4.6028 -0.2792 -4.0566
H -3.2641 0.0589 -5.2790
H 0.8166 1.2536 -4.0167
H 0.0016 2.8754 -3.9149
H 0.3536 2.0666 -5.4788
```

Results of the Löwdin charge analysis, in e, for atoms 1 through 4: 1.7963 -0.0424 -0.0144 -0.0137



The following is a DFT calculation (the ωB97M-V functional and the def2-TZVPD basis) of a structure of composition C24H22N3O4PS2Tc.

## Properties
**Charge**: +2
**Spin multiplicity**: 2
**LUMO level (alpha / beta)**: -8.6085 / -8.5842 eV

XYZ file:
```
57
C24H22N3O4PS2Tc the ωB97M-V functional and the def2-TZVPD basis
Tc -2.3528 -0.2015 0.6999
O -1.9412 -0.4215 2.7009
C -1.2358 -1.4515 2.4236
O -1.4464 -1.9404 1.2434
C -0.1616 -1.8767 3.3371
P 1.4621 -0.9767 3.0151
C 2.1858 -1.8176 1.6052
C 3.4765 -1.3876 1.2521
C 4.1456 -1.9946 0.2075
C 3.5519 -3.0542 -0.4711
C 2.2845 -3.4997 -0.1094
C 1.5995 -2.8882 0.9244
C 0.8310 0.6059 2.3179
C 1.0540 0.9140 1.0281
C 0.4112 1.9706 0.2207
C 0.1250 3.7414 2.1805
C -0.2381 2.7134 3.2121
C 0.1184 1.4321 3.2961
H 0.0599 -2.9400 3.2412
H -0.4526 -1.6547 4.3634
H 3.9598 -0.5930 1.8097
H 5.1391 -1.6633 -0.0604
H 4.0874 -3.5454 -1.2723
H 1.8305 -4.3289 -0.6337
H 0.6083 -3.2392 1.1774
H 1.6211 0.2278 0.4071
H 0.7750 2.0899 -0.7939
H -0.5237 4.6063 2.3213
H -0.7910 3.1236 4.0486
H -0.1615 0.9257 4.2132
O 0.4704 -1.1070 -1.7103
S -0.5657 -0.3663 -2.3595
O -0.3165 0.9746 -2.7855
N -1.9090 -0.3346 -1.3024
C -2.9020 -1.0570 -1.7560
S -4.0965 -1.1553 -0.5143
C -2.7265 -1.6215 -3.0862
C -3.6078 -2.3565 -3.8594
C -3.1820 -2.7606 -5.1205
C -1.9129 -2.4369 -5.5853
C -1.0191 -1.6969 -4.8087
C -1.4535 -1.3085 -3.5641
H -4.5975 -2.6026 -3.4985
H -3.8485 -3.3329 -5.7503
H -1.6081 -2.7638 -6.5700
H -0.0336 -1.4459 -5.1758
C 1.5889 4.1566 2.2890
N -0.1654 3.3069 0.7611
C -0.2011 4.4057 -0.2417
C -1.0124 2.1589 0.4725
N -2.1345 1.7003 0.6750
H 1.7817 4.4722 3.3130
H 1.8307 4.9939 1.6379
H 2.2494 3.3181 2.0668
H 0.7777 4.8736 -0.2939
H -0.9586 5.1205 0.0711
H -0.4699 3.9889 -1.2098
```

Results of the Löwdin charge analysis, in e, for atoms 1 through 4: 1.4382 -0.1057 -0.6095 -0.1111



The following is a DFT calculation (the ωB97M-V functional and the def2-TZVPD basis) of a cluster of 4 separate species, C29H67BrI2NO16P4S2 in total.

## Properties
**Charge**: -1
**LUMO level**: -0.2096 eV

XYZ file:
```
122
C29H67BrI2NO16P4S2 the ωB97M-V functional and the def2-TZVPD basis
C 5.2741 -2.6913 -0.1712
C 4.6923 -4.2227 -0.2334
Br 4.7406 -4.9231 1.6706
C 3.1296 -4.3371 -0.7156
C 2.8243 -3.7843 -2.2281
O 3.0087 -2.3270 -2.5164
P 1.6934 -1.8316 -3.6019
S 0.0818 -1.2068 -4.9411
C 2.4096 -2.5919 -5.2021
C 4.0439 -2.7044 -5.2493
C 4.8472 -1.2889 -5.0552
S 6.6472 -1.7654 -4.6277
C 1.0019 -0.6703 -2.2231
I 2.4998 -0.2996 -0.6166
C -0.4353 -1.1523 -1.5999
C -0.3341 -2.1773 -0.3246
I -1.3888 0.7033 -0.8072
O 0.6316 -3.1909 -3.2870
C 1.3078 -4.3392 -2.6636
O 1.3917 -5.6052 -3.4095
N 0.5877 -6.4562 -2.7167
O -0.4678 -6.4548 -3.3691
H 5.2957 -2.1338 -1.2021
H 4.6544 -2.1081 0.6660
H 6.3760 -2.7544 0.2416
H 5.4039 -4.9309 -0.8484
H 2.8673 -5.5014 -0.7289
H 2.4689 -3.8720 0.1306
H 3.4978 -4.5191 -2.8852
H 2.3091 -0.6196 -4.0798
H -1.0063 -2.0713 -4.6630
H 1.9582 -1.9729 -6.1097
H 1.9564 -3.6863 -5.3155
H 4.5145 -3.4773 -4.5075
H 4.3194 -3.0959 -6.3429
H 4.8922 -0.7152 -6.0850
H 4.4874 -0.6281 -4.1589
H 6.4907 -2.4039 -3.3556
H 0.8248 0.4011 -2.7150
H -1.2026 -1.5727 -2.3768
H -1.2996 -2.8773 -0.3501
H 0.5890 -2.8941 -0.3807
H -0.3342 -1.6504 0.7202
H 0.8099 -4.6587 -1.6538
O 5.3675 5.4139 3.0895
P 4.1730 4.4964 2.7307
O 3.0883 5.3436 3.6730
C 3.0659 6.7657 3.6551
C 1.9683 7.2842 2.7456
O 4.5250 3.3104 3.8420
C 5.8223 3.1778 4.3980
C 5.9313 3.9665 5.6920
O 2.8384 3.4713 2.3298
C 1.6958 3.9603 1.6649
C 1.9994 4.3709 0.2408
H 4.0205 7.2002 3.3502
H 2.8728 7.0984 4.6791
H 2.1425 6.9734 1.7116
H 1.9252 8.3767 2.7719
H 0.9923 6.8915 3.0478
H 6.5938 3.4669 3.6770
H 5.9786 2.1164 4.6132
H 5.6760 5.0189 5.5521
H 6.9453 3.9060 6.0977
H 5.2317 3.5736 6.4376
H 1.2330 4.7681 2.2288
H 0.9630 3.1438 1.6482
H 2.7818 5.1331 0.2054
H 1.0994 4.7622 -0.2426
H 2.3610 3.5128 -0.3359
O -4.0086 4.1539 -2.7435
P -4.7625 4.4750 -4.0571
O -5.9774 3.3694 -3.7676
C -6.5758 3.2675 -2.4812
C -7.8886 4.0253 -2.4269
O -3.8314 3.5031 -5.0338
C -2.5357 3.0826 -4.6413
C -2.6030 1.7435 -3.9267
O -5.6048 4.8339 -5.5250
C -6.9175 5.3473 -5.5252
C -6.9772 6.7545 -4.9731
H -5.9225 3.6226 -1.6811
H -6.7643 2.2060 -2.2961
H -7.7273 5.0932 -2.5994
H -8.3671 3.9048 -1.4508
H -8.5786 3.6674 -3.1975
H -2.0388 3.8457 -4.0334
H -1.9386 2.9714 -5.5515
H -3.2772 1.7716 -3.0683
H -1.6112 1.4399 -3.5796
H -2.9899 0.9714 -4.6004
H -7.5974 4.6780 -5.0013
H -7.2531 5.3635 -6.5697
H -6.5807 6.7992 -3.9556
H -8.0089 7.1184 -4.9692
H -6.3702 7.4312 -5.5839
O -1.9469 -2.8423 6.3719
P -2.2988 -3.4794 5.0053
O -1.7479 -4.9935 5.4373
C -2.0664 -5.5474 6.7079
C -3.2335 -6.5112 6.6077
O -0.9213 -2.9780 4.2201
C -0.1426 -1.8982 4.7070
C 0.9575 -2.4047 5.6244
O -2.6920 -4.1913 3.4783
C -3.6246 -5.2419 3.3633
C -5.0326 -4.7891 3.6819
H -2.2929 -4.7855 7.4572
H -1.1813 -6.0880 7.0555
H -4.1360 -5.9934 6.2709
H -3.4439 -6.9695 7.5782
H -3.0219 -7.3075 5.8870
H -0.7701 -1.1468 5.1974
H 0.3128 -1.4073 3.8414
H 0.5601 -2.9984 6.4501
H 1.5293 -1.5702 6.0402
H 1.6421 -3.0583 5.0732
H -3.3270 -6.0950 3.9702
H -3.5914 -5.5847 2.3216
H -5.0964 -4.3690 4.6888
H -5.7296 -5.6285 3.6018
H -5.3488 -4.0046 2.9862
```

Results of the Löwdin charge analysis, in e, for atoms 1 through 4: -0.2057 -0.6679 0.5404 -0.2085



The following is a DFT calculation (the ωB97M-V functional and the def2-TZVPD basis) of a structure of composition C42H41NO4P2Re.

## Properties
**Charge**: +2
**Spin multiplicity**: 4
**LUMO level (alpha / beta)**: -6.7033 / -9.4017 eV

XYZ file:
```
91
C42H41NO4P2Re the ωB97M-V functional and the def2-TZVPD basis
Re 0.6799 -0.2153 -4.8214
C -2.4723 -0.2801 -1.8566
C -3.0533 -0.4022 -3.0777
C -3.3884 0.7956 -3.9262
C -2.4142 1.9881 -4.2055
C -0.8631 1.9284 -4.0778
C -0.2820 2.2138 -2.8581
C -1.1071 2.1804 -1.6473
C -2.1333 1.0501 -1.2125
C 2.6278 -0.1600 -4.2662
H -1.8783 -1.1177 -1.5487
H -2.8555 -1.3164 -3.6699
H -4.3312 1.2720 -3.5826
H -3.5744 0.4170 -4.9458
H -2.6429 2.2029 -5.2590
H -2.7883 2.8554 -3.6214
H -0.4231 2.4766 -4.9266
H 0.7807 2.4996 -2.7906
H -1.7018 3.1050 -1.7299
H -0.3992 2.3257 -0.8229
H -1.7302 0.7467 -0.2417
H -3.0938 1.5728 -1.1000
H 2.6670 -0.8285 -3.4204
H 2.6064 0.9135 -3.9790
H 3.1414 -0.3426 -5.2216
P -0.4280 -1.7124 -5.9131
P 1.1773 0.9087 -6.5370
C -1.2860 0.0355 -6.2695
C -0.5484 1.0587 -6.8752
C -0.4096 -2.4498 -7.4841
C -1.1800 -1.9237 -8.5010
C -1.1628 -2.5821 -9.7116
C -0.4099 -3.7444 -9.8884
C 0.3192 -4.2661 -8.8022
C 0.3394 -3.6175 -7.5770
C -1.2790 -2.8921 -4.8369
C -0.8526 -3.1508 -3.5157
C -1.5849 -4.1044 -2.7593
C -2.7594 -4.6679 -3.3014
C -3.2046 -4.3422 -4.5910
C -2.4910 -3.4032 -5.3387
C 1.9116 0.9294 -8.3604
C 1.8196 -0.2167 -9.1575
C 2.2601 -0.2045 -10.4960
C 2.8406 0.9285 -11.0806
C 2.9074 2.0882 -10.2978
C 2.4384 2.0799 -8.9690
C 1.8781 2.5209 -6.0437
C 3.1328 2.5423 -5.4384
C 3.5933 3.6939 -4.7858
C 2.8221 4.8703 -4.8325
C 1.6121 4.8892 -5.5518
C 1.1550 3.7119 -6.1766
H -2.3099 -0.2122 -6.6002
H -0.8578 1.8082 -7.5934
H -1.7330 -1.0010 -8.3869
H -1.7380 -2.1408 -10.5170
H -0.3728 -4.2300 -10.8716
H 0.9088 -5.1645 -8.9112
H 0.9138 -3.9769 -6.7338
H -0.0491 -2.5350 -3.0845
H -1.2594 -4.3846 -1.7516
H -3.3666 -5.3592 -2.6925
H -4.0964 -4.8358 -4.9692
H -2.8046 -3.0508 -6.3300
H 1.3999 -1.1274 -8.7222
H 2.1560 -1.1081 -11.0950
H 3.2085 0.9108 -12.1150
H 3.3258 2.9932 -10.7454
H 2.4809 2.9929 -8.3734
H 3.7468 1.6382 -5.3978
H 4.5732 3.6880 -4.2867
H 3.2310 5.7868 -4.4037
H 1.0635 5.8264 -5.6915
H 0.2384 3.7377 -6.7577
O 0.5166 -0.5611 -2.1475
C 1.1720 0.1153 -1.2656
O 2.0834 0.9506 -1.5810
C 0.9853 0.0224 0.3087
C 1.6021 0.9501 1.2474
C 1.5174 0.8332 2.6361
C 0.9164 -0.3233 3.1811
C 0.3524 -1.2714 2.3146
C 0.4369 -1.1251 0.9117
N 0.6501 -0.4526 4.5984
O 1.0274 0.4086 5.4406
O -0.0083 -1.4563 4.9630
H 2.2406 1.7520 0.8725
H 1.8935 1.5692 3.3609
H -0.1774 -2.1019 2.7715
H 0.1271 -1.9281 0.2395
```

Results of the Löwdin charge analysis, in e, for atoms 1 through 4: 0.9862 -0.0840 -0.0770 -0.1848



The following is a DFT calculation (the ωB97M-V functional and the def2-TZVPD basis) of a structure of composition C29H24ClN7OSiTm.

## Properties
**Charge**: +1
**Spin multiplicity**: 3
**LUMO level (alpha / beta)**: -3.4821 / -3.4797 eV

XYZ file:
```
64
C29H24ClN7OSiTm the ωB97M-V functional and the def2-TZVPD basis
Tm 0.3919 -0.3739 0.0082
Cl -6.6721 -1.9851 0.1112
C -5.0103 -1.6784 -0.2625
C -4.2419 -2.6739 -0.8726
C -2.9256 -2.4380 -1.1944
C -2.3192 -1.2120 -0.8988
O -1.0528 -1.0019 -1.2576
C -3.0925 -0.2222 -0.2531
C -2.5627 1.0908 0.0361
N -1.3123 1.3432 0.1963
C -0.8400 2.6777 0.2312
C -1.4358 3.7064 0.9048
C -0.9082 5.0135 0.8264
C 0.1932 5.2734 0.0646
C 0.8384 4.2244 -0.6350
C 1.9633 4.4297 -1.4670
C 2.5249 3.3725 -2.1208
C 1.9910 2.0893 -1.9093
N 0.9497 1.8504 -1.1456
C 0.3418 2.9125 -0.5265
C -4.4493 -0.4623 0.0261
H -4.6956 -3.6290 -1.1002
H -2.3281 -3.1948 -1.6842
H -3.2801 1.9146 0.0633
H -2.3161 3.5185 1.5064
H -1.3953 5.8121 1.3685
H 0.5866 6.2784 -0.0152
H 2.3593 5.4311 -1.5832
H 3.3747 3.4955 -2.7764
H 2.4542 1.2283 -2.3800
H -5.0482 0.3140 0.4855
N 5.4335 2.0262 1.3342
N 4.6162 0.9756 0.9794
N 5.0931 -0.2253 0.7559
C 4.0001 -0.8733 0.3743
N 2.9385 -0.0576 0.3245
N 3.3594 1.1342 0.7391
H 4.8698 2.7237 1.8047
H 6.1769 1.6637 1.9199
H 3.9820 -1.9153 0.1013
C 2.8403 -4.9700 4.4433
C 1.9092 -5.6977 3.7180
C 1.2716 -5.1218 2.6259
C 1.5434 -3.8077 2.2383
C 2.4765 -3.0910 2.9939
C 3.1260 -3.6609 4.0788
Si 0.6954 -3.0370 0.7464
C 1.9745 -3.1684 -0.6950
C 1.9390 -2.3047 -1.7973
C 2.8946 -2.3348 -2.8061
C 3.9373 -3.2447 -2.7263
C 4.0008 -4.1207 -1.6489
C 3.0352 -4.0814 -0.6517
H 3.3384 -5.4182 5.2930
H 1.6804 -6.7172 4.0006
H 0.5536 -5.7067 2.0632
H 2.6966 -2.0573 2.7394
H 3.8466 -3.0854 4.6461
H -0.3483 -4.0345 0.3686
H 1.1043 -1.6122 -1.9366
H 2.8229 -1.6616 -3.6514
H 4.6881 -3.2803 -3.5044
H 4.8068 -4.8409 -1.5887
H 3.1084 -4.7657 0.1859
```

Results of the Löwdin charge analysis, in e, for atoms 1 through 4: 1.3539 0.6926 -0.6622 -0.0632



| no. | M (g/mol) |
| --- | --- |
| 1 | 144.3 |
| 2 | 574.3 |
| 3 | 609.6 |
| 4 | 1207.6 |
| 5 | 871.9 |
| 6 | 719.0 |